Formula: C18H26AsBCoN6S6
Source: the Open Molecules 2025 dataset
Level of theory: ωB97M-V/def2-TZVPD

Geometry as XYZ:
```
59
Properties=species:S:1:pos:R:3
Co -0.55126 -0.97278 0.23693
C 4.93890 1.47501 -1.48165
N 4.14636 2.07496 -0.44055
C 4.63973 2.57547 0.75378
C 3.58632 3.06926 1.42125
N 2.43821 2.88459 0.66587
B 1.06650 3.48811 1.12050
N 0.36271 2.59922 2.23831
C 0.58739 2.78323 3.58989
C -0.24504 1.97771 4.28254
N -1.00875 1.30730 3.34983
C -2.10467 0.40553 3.65140
C -0.62745 1.68642 2.10382
S -1.40668 1.15575 0.66917
C 2.78547 2.29573 -0.51541
S 1.84899 1.89236 -1.85676
H 5.75396 0.90589 -1.03375
H 5.34767 2.23086 -2.15566
H 4.29463 0.81734 -2.05972
H 5.68411 2.52063 1.01562
H 3.54824 3.53962 2.39090
H 1.34375 4.52818 1.68550
H 0.32472 3.61466 0.19233
H 1.32397 3.48701 3.94122
H -0.37060 1.82567 5.34166
H -1.96989 -0.00264 4.64933
H -2.12186 -0.40932 2.94040
H -3.05986 0.92817 3.58804
S -2.03560 -5.45550 0.71748
As -2.23058 -3.41571 1.29672
S -2.70691 -2.12249 -0.36957
S -0.32498 -2.55635 1.94338
S -3.67879 -3.44449 2.84731
C 1.81091 -1.55336 -4.41280
C 0.34691 -1.85441 -4.06625
C 0.08209 -3.36491 -3.99501
C -0.59392 -1.17671 -5.07413
C 0.05392 -1.29410 -2.74196
N -0.19123 -0.86959 -1.71164
H 2.02014 -1.89694 -5.42756
H 2.48892 -2.06415 -3.72682
H 2.00401 -0.48056 -4.35341
H 0.29223 -3.82028 -4.96498
H -0.95737 -3.55969 -3.72664
H 0.71422 -3.83483 -3.24022
H -0.42043 -1.59101 -6.06871
H -0.41193 -0.10159 -5.10043
H -1.63559 -1.34426 -4.79769
C 4.28385 -1.55069 1.44161
C 3.45506 -0.77924 2.23617
C 2.19342 -0.45025 1.76671
N 1.73736 -0.83342 0.57543
C 2.54650 -1.56732 -0.18843
C 3.81676 -1.95129 0.19894
H 5.27265 -1.83332 1.78131
H 3.77149 -0.43023 3.21049
H 1.51752 0.13521 2.37882
H 2.15435 -1.86334 -1.15250
H 4.42077 -2.56329 -0.45930
```

Total charge: -1
LUMO energy (alpha / beta): 2.29 / 0.61 eV
Frontier orbital gap (alpha / beta): 6.961 / 5.285 eV
HOMO energy (alpha / beta): -4.7 / -4.7 eV
Multiplicity: 5
Energy relative to the best compared isomer or geometry (same formula, charge and spin): 65.6 kJ/mol